{"formula": "C21H15Cl3N2PbS4", "method": "ωB97M-V/def2-TZVPD", "charge": 2, "e_above_lowest_kcal_mol": 0.0, "e_homo_ha": [-0.5156, -0.5203], "elements": ["Pb", "S", "C", "C", "C", "C", "C", "C", "S", "C", "C", "C", "C", "C", "C", "C", "S", "C", "C", "C", "C", "C", "C", "S", "N", "H", "H", "H", "H", "H", "H", "H", "H", "H", "H", "H", "H", "H", "H", "H", "Cl", "C", "Cl", "Cl", "C", "N"], "coordinates": [[0.921538, 0.656136, -0.520402], [2.866725, -0.358378, 1.223814], [3.317831, 1.014284, 2.154610], [4.614829, 0.977848, 2.714685], [5.105753, 2.033098, 3.453002], [4.310570, 3.151610, 3.670210], [3.028272, 3.214901, 3.126097], [2.517692, 2.165947, 2.382687], [0.922482, 2.499113, 1.628822], [-0.295017, 1.695343, 2.730811], [-0.856490, 0.338010, 2.377767], [-1.901513, -0.112479, 3.180644], [-2.439716, -1.362309, 2.954971], [-1.887479, -2.151117, 1.955803], [-0.851788, -1.643199, 1.193709], [-0.191145, -2.545041, 0.192038], [0.175618, -1.843802, -1.456695], [-1.440695, -1.561907, -2.181379], [-1.914105, -2.587733, -2.977946], [-3.108641, -2.454034, -3.684854], [-3.835636, -1.271942, -3.608263], [-3.372766, -0.233787, -2.829034], [-2.166890, -0.346472, -2.099657], [-1.734655, 1.028811, -1.161703], [-0.378099, -0.396353, 1.370261], [5.216563, 0.095203, 2.547477], [6.111727, 1.993662, 3.846804], [4.677285, 3.978729, 4.262300], [2.416761, 4.093528, 3.281152], [-1.111826, 2.417673, 2.771129], [0.155274, 1.651793, 3.722921], [-2.285850, 0.522066, 3.967682], [-3.268353, -1.725736, 3.546930], [-2.249139, -3.153825, 1.776668], [-0.776242, -3.448127, 0.037244], [0.800244, -2.832872, 0.553432], [-1.345744, -3.506364, -3.043303], [-3.457975, -3.272896, -4.299031], [-4.756391, -1.159242, -4.163656], [-3.929795, 0.690379, -2.756459], [-1.270685, 1.476515, -5.753058], [0.277810, 0.599768, -5.683977], [1.434004, 1.270620, -6.829737], [0.011636, -1.132045, -6.004631], [0.777544, 0.720685, -4.322844], [1.166456, 0.813950, -3.247063]], "atomic_forces_ev_per_a": [[0.657, 0.437, -0.181], [0.461, 0.135, 0.594], [-0.107, -0.406, -0.290], [0.022, -0.013, 0.092], [0.044, 0.082, 0.023], [0.080, -0.103, 0.038], [-0.184, -0.093, -0.070], [-0.139, 0.374, -0.096], [0.018, -0.178, 0.682], [0.178, 0.262, -0.248], [-0.113, -0.101, 0.004], [-0.003, -0.059, 0.005], [0.036, 0.048, -0.037], [0.053, 0.018, -0.024], [-0.304, 0.000, 0.041], [0.130, 0.122, -0.322], [-0.486, -0.235, 0.103], [0.327, -0.313, -0.157], [0.130, 0.015, 0.193], [-0.101, 0.082, -0.016], [-0.018, -0.036, -0.076], [-0.091, -0.034, -0.017], [0.051, 0.525, 0.373], [-0.640, -0.351, -0.444], [0.042, -0.034, 0.175], [0.018, 0.012, -0.024], [-0.016, -0.022, 0.050], [0.029, 0.018, -0.024], [0.040, 0.031, 0.008], [-0.022, -0.045, 0.111], [-0.033, 0.033, 0.011], [0.014, 0.009, 0.015], [0.010, 0.002, 0.037], [-0.011, -0.005, -0.010], [0.030, -0.035, 0.067], [-0.023, -0.080, 0.006], [-0.001, -0.001, -0.071], [-0.015, -0.004, 0.003], [-0.008, -0.013, 0.006], [0.009, 0.011, -0.015], [0.185, -0.091, 0.016], [-0.388, -0.110, -0.652], [-0.109, -0.056, 0.248], [0.039, 0.182, 0.073], [0.358, 0.116, 0.454], [-0.151, -0.098, -0.656]], "mulliken_charge": [0.719, -0.247, 0.983, -0.585, -0.661, -0.559, -0.471, 0.136, -0.201, -0.936, 0.583, -0.860, -0.609, -0.895, 0.735, -0.942, -0.144, 0.300, -0.537, -0.629, -0.657, -0.588, 0.828, -0.175, 0.368, 0.472, 0.415, 0.418, 0.463, 0.576, 0.458, 0.512, 0.460, 0.464, 0.500, 0.427, 0.516, 0.451, 0.450, 0.492, -0.071, 0.696, -0.050, -0.071, -0.215, -0.317]}

=====

{"formula": "C5H24NO8", "method": "ωB97M-V/def2-TZVPD", "multiplicity": 2, "s_squared": 0.7536, "e_above_lowest_kcal_mol": 3.9, "e_homo_ha": [-0.1292, -0.2702], "elements": ["O", "C", "C", "N", "C", "C", "C", "H", "H", "H", "H", "H", "H", "H", "H", "H", "H", "H", "H", "O", "H", "H", "O", "H", "H", "O", "H", "H", "O", "H", "H", "O", "H", "H", "O", "H", "H", "O"], "coordinates": [[0.903971, -1.624128, -0.483800], [0.867023, -0.802360, 0.489554], [-0.270014, 0.186470, 0.604197], [-1.134765, 0.091117, -0.674531], [-2.577196, -0.131734, -0.283811], [-2.579320, -0.438994, 1.205986], [-1.231598, -0.089062, 1.770085], [1.652704, -0.702895, 1.238079], [0.077184, 1.233399, 0.706998], [-1.140365, 0.934829, -1.315559], [-0.773230, -0.757651, -1.175650], [-3.185943, 0.774566, -0.557277], [-2.992110, -0.867086, -0.991921], [-2.633685, -1.526367, 1.385007], [-3.470398, 0.049262, 1.562000], [-0.824127, -0.882561, 2.398761], [-1.235563, 0.711645, 2.531545], [4.416872, -1.082786, -0.254590], [3.999033, -0.059350, 1.018658], [3.796912, -0.736299, 0.377676], [-1.429804, 2.667224, -2.060056], [-2.055931, 1.715669, -3.129373], [-2.105591, 1.992160, -2.210632], [1.030575, 2.583954, -3.483117], [1.047459, 1.512790, -2.470518], [0.525737, 2.316684, -2.705924], [-1.743583, -2.084647, -3.064801], [-0.672429, -2.855899, -2.218637], [-1.088343, -1.999812, -2.366601], [1.936414, 0.703716, 2.404839], [3.060177, 0.709315, 3.472861], [2.117580, 0.829803, 3.348105], [0.688115, 0.081492, 4.270604], [-0.436724, 0.311247, 5.331732], [-0.257148, -0.053403, 4.461588], [0.734037, -0.606220, -2.714919], [2.242028, -0.783800, -2.965213], [1.562207, -0.122336, -2.828412]], "atomic_forces_ev_per_a": [[-0.093, -0.855, -1.020], [-0.470, 0.825, 0.475], [-0.272, 0.547, -0.267], [0.075, 0.309, 0.682], [-0.131, 0.784, -1.276], [-0.485, -1.626, -0.782], [0.513, 1.001, 1.299], [0.054, -0.192, -0.035], [-0.133, -0.169, -0.321], [0.244, -1.176, 0.864], [0.075, 0.447, 0.492], [0.980, -0.562, 0.625], [0.262, -0.275, 0.682], [-0.679, 0.354, -0.327], [-0.067, 0.093, 0.918], [-0.160, -0.254, -0.496], [-0.244, 0.142, -0.816], [0.947, 0.649, 0.352], [1.186, 0.036, -0.561], [-1.684, -0.678, 0.160], [0.130, -0.041, -0.641], [0.348, 0.324, -0.075], [-0.759, 0.455, 0.132], [-0.251, 0.317, -0.012], [-0.360, 0.214, 0.084], [0.768, -0.233, -0.078], [0.031, -0.301, -0.053], [0.098, 0.076, 0.141], [-0.180, -0.054, -0.622], [0.098, -0.107, 0.062], [0.119, -0.095, -0.065], [-0.083, 0.227, -0.016], [-0.224, 0.158, 0.135], [0.226, 0.015, 0.013], [-0.007, -0.162, 0.355], [0.260, -0.398, 0.321], [0.004, -0.127, 0.366], [-0.137, 0.329, -0.694]], "lowdin_spin": [0.329, 0.444, 0.079, -0.001, 0.001, 0.005, 0.035, 0.038, 0.025, 0.000, -0.001, 0.000, 0.000, 0.001, 0.002, 0.007, 0.002, 0.001, 0.002, 0.011, 0.000, 0.000, 0.001, 0.000, 0.001, 0.001, 0.000, 0.001, 0.001, 0.003, 0.000, 0.006, 0.000, 0.000, 0.001, 0.000, 0.001, 0.005]}